This record from the OMol25 dataset describes a 9-piece molecular cluster, C38H95N5O10PS overall in a non-equilibrium geometry. The level of theory is wB97M-V/def2-TZVPD.

XYZ file:
```
150
Properties=species:S:1:pos:R:3:forces:R:3
C 6.16453 -5.20858 -2.05512 -1.0 0.2 0.4
C 5.99450 -3.66370 -2.16552 0.8 -0.1 -0.7
S 5.01273 -3.11495 -0.73202 0.1 0.0 0.3
C 5.31997 -1.34302 -0.47114 -0.1 0.5 -0.4
N 4.77269 -0.46621 -1.53435 0.8 -0.3 0.8
C 5.66003 0.37006 -2.37548 0.7 -0.5 -1.0
N 5.51915 0.02051 -3.78481 0.2 0.4 0.2
C 3.47824 -0.47464 -1.74845 -1.9 0.8 -1.1
N 2.84555 0.28150 -2.68091 0.7 1.3 -1.3
C 1.55424 0.03371 -2.67324 2.4 -1.0 1.6
N 1.35011 -0.89879 -1.71716 -3.1 1.2 0.9
P -0.33327 -1.48828 -1.47277 -2.4 -3.7 -3.3
O -0.48532 -2.24335 -0.02676 0.6 1.9 0.1
O -1.46524 -0.28573 -1.68053 2.0 0.3 1.6
N 2.50726 -1.19244 -1.13448 1.9 -0.1 0.9
H 7.12359 -5.50234 -1.61430 -0.2 0.1 -0.3
H 5.96445 -5.68549 -3.02557 0.4 0.1 0.3
H 5.38078 -5.58563 -1.37072 0.3 0.0 -0.3
H 6.98889 -3.18561 -2.18509 -0.4 0.0 0.3
H 5.52993 -3.41021 -3.13075 -0.2 0.1 0.5
H 4.82078 -1.03606 0.46657 0.3 -0.5 -0.2
H 6.38975 -1.11859 -0.35811 -0.4 -0.1 -0.1
H 6.69134 0.10158 -2.09871 -0.5 0.2 0.4
H 5.51818 1.44371 -2.19479 -0.3 -0.4 0.2
H 6.41916 -0.25404 -4.16550 -0.1 0.1 0.0
H 5.18535 0.81272 -4.32171 -0.1 -0.2 0.0
H 0.79443 0.47223 -3.30881 0.2 -0.1 0.2
H -0.82284 -3.13004 -0.23970 0.1 0.2 0.0
H -1.39703 -0.06394 -2.62783 -0.4 -0.1 0.2
H 2.61399 -1.84693 -0.36817 -0.3 -0.1 -0.3
C -0.96987 -0.12181 5.76222 -0.1 -0.1 -0.1
C 0.50849 0.00640 5.44094 -0.2 0.1 0.1
O 1.04117 -1.10532 4.73637 0.2 -0.1 0.0
C 0.45757 -1.38347 3.47992 -0.1 0.0 0.0
C 0.57448 -0.23879 2.48664 0.1 0.2 0.0
H -1.15707 -1.02465 6.34670 0.0 0.1 0.0
H -1.31048 0.74308 6.33407 0.0 0.0 0.0
H -1.57968 -0.18610 4.85884 0.0 0.1 0.0
H 1.06952 0.07308 6.37365 0.1 -0.1 -0.1
H 0.70953 0.93375 4.89266 -0.1 0.0 0.0
H -0.58774 -1.68612 3.60455 0.0 0.1 -0.1
H 0.98538 -2.25432 3.08512 0.1 0.0 0.2
H 0.05642 0.65736 2.82997 0.0 0.0 -0.1
H 0.14264 -0.52731 1.52718 0.0 0.0 0.1
H 1.62373 0.02887 2.33389 0.0 0.0 0.0
C 3.78914 -9.44822 -5.33307 0.1 0.0 -0.1
C 3.37853 -8.01253 -5.05464 -0.1 -0.2 -0.1
O 4.39156 -7.06187 -5.34163 0.1 0.2 0.2
C 4.84691 -7.01502 -6.68507 0.0 -0.1 -0.1
C 3.75674 -6.68460 -7.68962 -0.1 0.0 0.1
H 4.68234 -9.70698 -4.76105 -0.1 0.0 0.0
H 2.98530 -10.13223 -5.05760 0.0 0.0 0.0
H 4.01765 -9.61047 -6.38706 -0.1 0.0 0.0
H 3.15619 -7.90790 -3.99137 0.1 0.1 0.0
H 2.45742 -7.75900 -5.59018 0.0 0.0 -0.1
H 5.34905 -7.95209 -6.94705 -0.1 0.0 0.0
H 5.61017 -6.23582 -6.71991 0.0 0.0 0.2
H 2.96836 -7.43822 -7.70130 0.1 0.0 -0.1
H 4.17553 -6.62356 -8.69488 0.0 0.0 0.0
H 3.29154 -5.72728 -7.44632 0.0 0.0 0.0
C 10.35525 2.83707 -3.84161 0.0 0.0 -0.1
C 10.08526 1.37106 -3.55037 0.1 0.1 0.0
O 9.39921 0.69699 -4.59395 -0.4 -0.1 0.1
C 10.05184 0.66357 -5.85602 0.2 0.0 -0.1
C 11.40833 -0.01792 -5.82499 0.0 0.0 0.2
H 9.42048 3.36488 -4.04195 0.0 0.0 0.0
H 10.84875 3.30772 -2.99029 0.0 0.0 0.0
H 10.99754 2.96819 -4.71281 0.1 0.0 0.1
H 9.44554 1.29761 -2.66824 -0.1 -0.1 -0.1
H 11.01300 0.84457 -3.30443 0.0 0.0 0.0
H 10.13128 1.67509 -6.26708 0.1 0.0 0.0
H 9.39119 0.10982 -6.52485 -0.1 0.0 0.1
H 12.11294 0.50101 -5.17390 0.0 0.0 -0.1
H 11.83857 -0.04751 -6.82656 0.0 0.0 0.0
H 11.31296 -1.04071 -5.45560 0.0 0.0 0.0
C -2.50744 3.21067 3.27067 -0.1 0.0 0.0
C -1.50953 3.92737 4.16677 -0.1 -0.1 0.0
O -1.73183 5.31969 4.25929 0.2 0.2 -0.1
C -2.98977 5.71713 4.78385 -0.1 0.0 0.1
C -3.24812 5.21737 6.19424 0.1 -0.1 0.0
H -2.48959 3.63655 2.26514 0.0 0.0 0.0
H -2.26743 2.14688 3.20683 0.0 0.0 0.0
H -3.52803 3.29894 3.64476 0.0 -0.1 0.0
H -0.50837 3.80158 3.74927 0.0 0.2 0.0
H -1.48662 3.47876 5.16667 -0.1 -0.1 0.0
H -3.79561 5.41232 4.10693 0.0 0.0 0.0
H -2.98672 6.80787 4.78690 0.2 0.0 -0.1
H -3.26815 4.12726 6.24574 -0.1 0.0 0.0
H -4.20788 5.58505 6.55823 0.0 0.0 0.0
H -2.46349 5.56255 6.87039 0.0 0.0 0.0
C -4.68172 -2.68684 -3.65367 0.0 -0.1 -0.1
C -4.11151 -1.28489 -3.78208 -0.2 -0.1 -0.1
O -3.33320 -1.09009 -4.95174 0.4 0.1 0.1
C -4.00118 -1.28436 -6.19247 -0.2 0.0 -0.1
C -5.18864 -0.36183 -6.40007 0.0 0.0 0.2
H -3.87913 -3.42774 -3.66851 0.0 0.0 0.0
H -5.23550 -2.78670 -2.71882 0.0 0.0 0.0
H -5.36209 -2.92667 -4.47100 -0.1 0.0 0.1
H -3.44645 -1.09486 -2.93982 0.0 0.0 -0.1
H -4.90511 -0.53286 -3.72340 -0.1 0.0 0.0
H -4.29635 -2.33324 -6.30109 0.0 0.0 0.0
H -3.26015 -1.09121 -6.96948 0.1 0.0 0.2
H -5.96592 -0.51918 -5.65078 -0.1 -0.1 -0.1
H -5.63270 -0.52985 -7.38089 0.0 0.1 0.0
H -4.87752 0.68206 -6.33415 0.0 0.0 -0.1
C -6.26043 1.97800 7.82677 -0.1 0.1 0.0
C -5.26603 2.69495 8.72466 -0.1 -0.1 0.0
O -5.48885 4.09210 8.81842 0.2 0.2 -0.1
C -6.74541 4.49396 9.33851 -0.1 -0.1 0.1
C -7.01112 3.99725 10.74917 0.1 -0.1 0.0
H -6.24107 2.40353 6.82082 0.0 0.0 0.0
H -6.01724 0.91610 7.76448 0.0 0.0 0.0
H -7.28251 2.06458 8.19796 0.0 -0.1 0.0
H -4.26422 2.56890 8.31014 0.0 0.2 0.1
H -5.24464 2.24738 9.72372 -0.1 -0.1 0.0
H -7.55040 4.19195 8.65941 0.0 -0.1 0.0
H -6.73753 5.58504 9.34173 0.1 0.0 -0.1
H -7.03651 2.90792 10.80204 -0.1 0.0 0.0
H -7.97121 4.37177 11.10695 0.0 0.0 0.0
H -6.22771 4.34016 11.42752 0.0 0.0 0.0
C 0.26193 2.99697 9.57667 0.1 -0.1 0.0
C -1.08888 2.55438 10.11351 0.1 0.1 0.0
O -1.46938 1.25376 9.69130 -0.2 0.0 -0.2
C -0.60501 0.19395 10.06708 0.1 0.0 0.1
C -0.43880 0.04503 11.56942 0.0 0.1 0.1
H 0.26605 2.96808 8.48444 0.0 0.1 0.0
H 0.48411 4.01423 9.90194 0.0 0.0 0.0
H 1.07073 2.35215 9.92364 0.0 0.1 0.1
H -1.85715 3.23445 9.74196 -0.1 -0.2 0.0
H -1.11827 2.62223 11.20589 0.1 0.0 0.0
H 0.36776 0.30622 9.57441 0.0 0.0 0.1
H -1.04819 -0.72011 9.66792 -0.1 0.1 -0.1
H 0.00985 0.93043 12.02167 0.1 0.0 0.0
H 0.20292 -0.80766 11.79593 0.0 0.0 0.0
H -1.40819 -0.11105 12.04601 0.0 0.0 0.0
C -9.38731 2.66282 -7.14308 0.0 -0.1 -0.1
C -7.90704 2.80984 -7.45194 -0.1 0.1 0.0
O -7.35676 1.70658 -8.15151 0.2 -0.2 0.1
C -7.92560 1.41887 -9.41873 -0.1 0.1 -0.1
C -7.81246 2.56057 -10.41408 0.0 0.1 0.1
H -9.56713 1.75613 -6.56177 0.0 0.0 0.0
H -9.74239 3.52217 -6.57245 0.0 0.0 0.0
H -9.98889 2.59409 -8.05025 0.0 0.1 0.0
H -7.35485 2.88023 -6.51331 0.1 -0.1 -0.1
H -7.71240 3.74005 -7.99625 -0.1 0.0 0.0
H -8.96796 1.10308 -9.30272 0.0 0.1 0.0
H -7.38271 0.55492 -9.80603 0.1 0.0 0.2
H -8.34559 3.45102 -10.07842 -0.1 0.0 0.0
H -8.22974 2.26452 -11.37745 0.0 0.0 0.0
H -6.76670 2.83908 -10.55717 0.0 0.0 0.0
```
Forces are in eV/Å.

Kohn-Sham gap in eV: 7.96
Charge: +1
E_LUMO in eV: -2.72
Energy in eV: -88986.02903
Max |F| in eV/Å: 5.56